{
  "formula": "Cl4F3O16Sr",
  "method": "the ωB97M-V functional and the def2-TZVPD basis",
  "species": ["Sr", "Cl", "Cl", "Cl", "Cl", "F", "F", "F", "O", "O", "O", "O", "O", "O", "O", "O", "O", "O", "O", "O", "O", "O", "O", "O"],
  "positions_angstrom": [[-0.60412, 20.65700, 17.27084], [-2.01975, 18.56724, 14.35227], [-0.89040, 24.30797, 15.12558], [-2.27638, 17.74872, 19.52957], [-1.02286, 23.54318, 20.06868], [-3.11230, 21.45869, 16.77704], [1.07367, 18.79266, 17.31274], [1.71796, 21.74454, 17.48947], [-0.97726, 18.78995, 15.24426], [-3.26629, 18.05595, 14.84771], [-2.14271, 23.82661, 14.50276], [-1.29971, 24.98307, 16.28084], [-1.75384, 18.89621, 20.34085], [-1.44055, 23.46809, 21.47684], [-0.06194, 24.99492, 14.20550], [-1.89174, 24.59073, 19.71301], [0.32388, 23.98941, 19.96689], [-3.58361, 17.29930, 19.97113], [-2.18140, 19.80878, 13.67179], [-2.18594, 18.56787, 18.34188], [-1.44572, 22.20377, 19.57621], [-0.20235, 23.14922, 15.69577], [-1.62970, 17.70772, 13.21050], [-1.27677, 16.62264, 19.55888]],
  "forces_ev_per_a": [[0.6, 0.4, 0.0], [-1.3, 1.3, -5.4], [-3.1, -6.8, 2.2], [5.2, 4.8, 0.8], [-3.5, -1.8, 3.8], [0.7, -0.5, 0.2], [-0.4, 0.1, 0.0], [-0.5, 0.0, 0.1], [1.5, -1.3, 2.8], [0.2, -0.3, 1.1], [1.4, 1.2, -1.1], [-0.2, 4.0, 1.4], [-0.7, -2.6, 3.5], [1.7, -1.0, 2.2], [1.1, 1.8, -1.3], [-1.2, 2.1, -3.7], [1.0, -0.9, -0.7], [0.0, -0.4, -0.6], [-1.5, 1.8, -0.1], [-2.2, -3.3, -3.1], [2.1, 2.1, -1.0], [0.7, 0.4, -1.8], [0.7, -1.9, 0.9], [-2.4, 0.9, -0.1]],
  "lowdin_charge": [1.42, 0.60, 0.60, 0.70, 0.64, -0.79, -0.82, -0.82, -0.39, -0.37, -0.41, -0.37, -0.43, -0.49, -0.41, -0.39, -0.35, -0.41, -0.39, -0.42, -0.39, -0.42, -0.48, -0.42],
  "homo_ev": 5.61,
  "energy_ev": -91795.531,
  "charge": -5,
  "de_lowest_kcal_mol": 0.0,
  "lumo_energy_ev": 10.90
}

=====

{
  "formula": "Cl4H2Si2",
  "method": "the ωB97M-V functional and the def2-TZVPD basis",
  "species": ["Cl", "Cl", "Cl", "Cl", "Si", "Si", "H", "H"],
  "positions_angstrom": [[-1.71496, 2.24221, -0.82147], [0.90628, 1.43651, 1.51526], [2.36292, -0.82033, -0.67046], [-1.01991, -0.77371, 0.37669], [1.05927, -1.85424, -1.81312], [-0.97846, 1.27998, 0.75597], [-2.01682, 1.66931, 1.63553], [1.40167, -3.17972, -0.97841]],
  "forces_ev_per_a": [[0.4, 0.5, -1.2], [-0.3, 0.7, -0.3], [1.0, 0.9, 0.5], [-0.4, 0.4, 0.0], [-0.4, -1.5, 0.1], [0.5, -1.6, 0.2], [-0.3, -0.1, 1.3], [-0.5, 0.6, -0.7]],
  "lowdin_charge": [0.31, 0.26, 0.02, 0.17, 0.16, -0.64, -0.08, -0.19],
  "homo_ev": -8.76,
  "energy_ev": -65880.645,
  "charge": 0,
  "de_lowest_kcal_mol": 40.7,
  "lumo_energy_ev": -0.56
}

=====

{
  "formula": "Cl4O16Ti",
  "method": "the ωB97M-V functional and the def2-TZVPD basis",
  "species": ["Ti", "Cl", "Cl", "Cl", "Cl", "O", "O", "O", "O", "O", "O", "O", "O", "O", "O", "O", "O", "O", "O", "O", "O"],
  "positions_angstrom": [[0.16920, 0.17393, 0.10279], [-2.20864, 1.65631, -2.44628], [-0.09461, 3.31400, 1.92026], [-0.39083, -2.62628, -1.38625], [2.68122, -2.38460, 1.92548], [-1.66276, -2.12806, -1.84526], [-2.71477, 1.04639, -3.65307], [0.90658, 4.31615, 2.16332], [-0.85905, 3.41491, 0.63889], [-0.77229, 1.41644, -2.37334], [-0.02886, -3.75018, -2.42001], [-0.55045, -2.95265, -0.01091], [0.48621, -1.55223, -1.63135], [-0.92054, 3.13056, 3.03103], [1.79571, -1.31182, 1.63559], [0.64739, 2.07596, 1.80888], [2.09830, -3.66766, 1.80333], [2.73832, -2.54360, 3.33262], [3.90949, -2.11795, 1.30326], [-2.33348, 3.06716, -2.60312], [-2.89616, 1.42329, -1.29585]],
  "forces_ev_per_a": [[0.0, 0.8, -0.4], [2.7, 3.9, -5.0], [0.5, -1.3, -3.5], [-4.3, -2.4, -6.3], [-1.0, 5.4, -2.5], [-0.6, -0.5, 0.4], [-0.3, -1.1, 0.7], [-0.7, 1.0, -0.4], [1.2, 1.0, 2.5], [0.2, -1.6, 1.2], [0.0, 1.9, 3.9], [1.5, -1.1, 1.2], [3.4, 2.2, 1.3], [-2.2, 0.8, 2.0], [-0.2, -0.8, -0.1], [1.1, -2.4, -1.0], [-0.9, -3.1, -1.7], [1.2, -0.1, 4.1], [0.6, -1.3, 0.1], [0.0, 2.1, -1.1], [-2.4, -3.6, 4.6]],
  "lowdin_charge": [0.77, 0.57, 0.64, 0.65, 0.67, -0.36, -0.37, -0.36, -0.36, -0.41, -0.41, -0.36, -0.42, -0.34, -0.29, -0.48, -0.10, -0.11, -0.21, -0.40, -0.32],
  "homo_ev": [-0.38, -3.18],
  "energy_ev": -105930.601,
  "charge": -2,
  "spin_multiplicity": 5,
  "lumo_energy_ev": [3.98, -0.59]
}

=====

{
  "formula": "Cl7Cu2O32P",
  "method": "the ωB97M-V functional and the def2-TZVPD basis",
  "species": ["Cu", "Cu", "Cl", "Cl", "Cl", "Cl", "Cl", "Cl", "Cl", "P", "O", "O", "O", "O", "O", "O", "O", "O", "O", "O", "O", "O", "O", "O", "O", "O", "O", "O", "O", "O", "O", "O", "O", "O", "O", "O", "O", "O", "O", "O", "O", "O"],
  "positions_angstrom": [[-3.00481, 2.30029, -0.68729], [-0.68904, -0.07402, -0.06845], [-4.30792, -3.47053, 5.81070], [2.31415, -0.32011, -0.03848], [-4.73445, 5.09315, -0.95112], [-2.69824, 3.07960, -3.58132], [-1.51530, 2.55451, 1.67743], [9.95462, 1.12407, 0.81927], [4.73041, -7.80872, -2.63884], [-3.19772, -0.45112, -0.93398], [5.31348, -8.49686, -1.52187], [-4.02297, -3.19172, 7.27239], [3.50944, -8.53868, -3.09307], [-1.35003, 3.17160, 2.96843], [0.96696, -1.16414, 0.03870], [-2.75437, 1.94359, 1.53956], [9.18637, 2.25409, 1.24667], [-2.13450, 0.71358, -1.31390], [-4.49089, -0.02247, -0.43059], [10.18986, -0.12689, 1.59052], [3.19240, -1.11644, -0.83795], [-6.14684, 4.68530, -1.13621], [-3.63301, -4.74148, 5.53844], [11.20966, 1.55557, 0.31318], [4.38871, -6.47091, -2.25075], [2.00779, 0.94868, -0.69236], [5.73590, -7.70941, -3.64426], [-4.10977, 3.88751, -0.21037], [-5.72068, -3.53521, 5.57423], [-3.64248, -2.54812, 4.93024], [-2.99672, -1.70393, -1.80570], [-4.53929, 6.31048, -0.12672], [-4.15727, 5.34561, -2.21204], [-3.44184, 3.69256, -4.54598], [-1.94102, 2.02483, -4.15601], [-1.92002, 4.04361, -2.88634], [9.45117, 0.59098, -0.46435], [-1.48996, 3.36102, 0.44124], [-2.18515, -1.05820, 0.18835], [-0.40762, 1.43258, 1.53792], [2.78135, -0.06300, 1.29203], [-3.70037, 2.49876, -2.55137]],
  "forces_ev_per_a": [[-0.4, -0.4, -1.1], [-0.4, 0.4, -0.3], [3.7, -1.0, 1.1], [-2.9, -0.4, -0.6], [-1.0, -1.7, 1.5], [0.3, -2.6, 4.3], [4.8, -3.0, -1.3], [0.6, -4.4, -6.4], [-1.7, 0.5, 0.7], [4.8, -6.5, -0.5], [0.0, -0.9, 0.7], [-1.0, 0.3, -1.9], [1.8, 0.7, 0.2], [0.1, 0.6, -1.2], [2.7, 1.6, 0.1], [-3.8, -2.0, 1.0], [-0.3, -0.6, 1.9], [-0.3, 1.5, 0.3], [-2.1, 2.0, 0.3], [-0.9, 2.5, 1.7], [0.3, 0.2, 0.5], [1.5, 1.3, 0.7], [-1.3, -0.4, 0.3], [3.5, 2.3, 1.8], [-0.5, -0.1, 0.1], [0.1, -1.0, 0.3], [0.6, -0.6, -1.8], [-0.9, 2.8, -0.6], [-0.6, 0.0, 0.2], [-1.0, 0.9, 0.8], [-2.1, 2.0, -1.5], [-0.8, -1.8, -0.4], [0.4, 0.1, -0.6], [-3.1, 2.3, -3.9], [0.5, -0.3, 0.1], [1.2, 0.0, 0.4], [-2.5, 0.3, 1.0], [1.8, 1.3, 1.3], [-0.4, 0.8, 2.2], [-2.3, 3.2, 0.6], [0.2, -0.5, -0.2], [1.2, 0.6, -1.7]],
  "lowdin_charge": [0.60, 0.56, 0.64, 0.73, 0.76, 0.66, 0.78, 0.64, 0.61, 0.04, -0.41, -0.47, -0.43, -0.31, -0.40, -0.32, -0.36, -0.39, -0.31, -0.41, -0.33, -0.38, -0.43, -0.44, -0.36, -0.36, -0.41, -0.40, -0.40, -0.35, -0.41, -0.38, -0.34, -0.32, -0.31, -0.33, -0.43, -0.35, -0.37, -0.37, -0.34, -0.40],
  "homo_ev": [4.79, 5.01],
  "energy_ev": -251684.066,
  "charge": -6,
  "de_lowest_kcal_mol": 0.0,
  "spin_multiplicity": 3,
  "lumo_energy_ev": [9.57, 9.57]
}

=====

{
  "formula": "Cl7NiO28",
  "method": "the ωB97M-V functional and the def2-TZVPD basis",
  "species": ["Ni", "Cl", "Cl", "Cl", "Cl", "Cl", "Cl", "Cl", "O", "O", "O", "O", "O", "O", "O", "O", "O", "O", "O", "O", "O", "O", "O", "O", "O", "O", "O", "O", "O", "O", "O", "O", "O", "O", "O", "O"],
  "positions_angstrom": [[-0.12428, 0.13837, 0.02604], [-3.48230, -2.61624, -0.04010], [-3.02694, 2.34558, -0.13119], [-0.28676, -0.65425, 3.71953], [1.29573, -3.28036, 0.47355], [3.93817, 0.19862, 0.00581], [0.26477, -0.32858, -3.37388], [1.21559, 4.17052, -0.60489], [0.90370, 0.43904, -4.37079], [5.21445, -0.26407, 0.52046], [1.22393, -1.37979, -3.07992], [0.15477, 0.50372, -2.17271], [0.45317, -4.42364, 0.45480], [0.51431, -2.03817, 0.22900], [-1.07611, -0.03188, 4.74939], [-1.07069, -1.80372, 3.36683], [0.84402, 5.14517, 0.44588], [0.36975, 4.49210, -1.73115], [0.99312, -0.84173, 4.24153], [-2.41998, -1.62531, 0.06081], [-0.94578, -0.94380, -3.84624], [4.17496, 1.63904, -0.10465], [2.62301, 4.28439, -0.86352], [-3.79697, -2.93406, -1.41689], [2.18271, -3.36008, -0.65338], [-2.87394, 3.32972, -1.34346], [-0.14518, 0.19223, 2.54808], [1.93808, -3.16047, 1.73522], [2.72024, -0.06983, 0.74948], [0.91086, 2.79817, -0.22363], [-1.74199, 1.70126, 0.00519], [-4.07076, 1.44613, -0.40614], [-4.63312, -2.15118, 0.69462], [-3.09000, 3.29837, 0.97567], [3.69830, -0.46770, -1.24557], [-2.84883, -3.74755, 0.60623]],
  "forces_ev_per_a": [[-0.1, -0.7, -0.2], [3.9, 0.4, 1.3], [3.5, 6.6, -3.8], [-3.2, 0.1, -0.8], [-0.2, 2.3, -1.9], [-0.3, 1.3, -1.8], [3.5, -3.8, 0.7], [-1.9, -0.3, 0.9], [-0.5, 2.2, -1.7], [-0.1, -1.4, 1.4], [-1.1, 0.0, 0.4], [-1.4, 0.3, 1.1], [-0.9, -0.7, 0.3], [-0.6, 0.0, 0.4], [-0.3, 1.6, 0.7], [1.3, -0.9, -0.3], [0.6, -0.9, -0.2], [0.8, 0.2, -0.7], [2.5, -1.4, 0.8], [-1.0, 1.0, -1.0], [-0.7, 1.1, 0.4], [-1.0, -0.5, -0.3], [0.2, 0.4, -0.5], [-0.6, 0.2, 0.1], [0.8, -0.5, 0.5], [-1.0, -2.8, 2.1], [-0.2, 0.7, -1.0], [0.7, -0.2, 0.5], [0.8, 0.3, 1.4], [0.4, 0.8, 0.4], [0.8, -1.8, 0.3], [-1.3, -0.8, 1.0], [-0.8, -0.3, -0.3], [-1.6, -1.8, 0.5], [0.7, 0.5, -0.7], [-1.6, -1.2, -0.1]],
  "lowdin_charge": [1.08, 0.63, 0.71, 0.61, 0.65, 0.65, 0.66, 0.65, -0.36, -0.43, -0.36, -0.37, -0.35, -0.41, -0.41, -0.34, -0.43, -0.39, -0.34, -0.39, -0.35, -0.40, -0.38, -0.39, -0.36, -0.44, -0.37, -0.34, -0.38, -0.38, -0.40, -0.32, -0.40, -0.38, -0.37, -0.39],
  "homo_ev": [3.05, 3.06],
  "energy_ev": -185965.646,
  "charge": -5,
  "de_lowest_kcal_mol": 0.0,
  "spin_multiplicity": 3,
  "lumo_energy_ev": [10.43, 10.03]
}

=====

{
  "formula": "ClCu",
  "method": "the ωB97M-V functional and the def2-TZVPD basis",
  "species": ["Cu", "Cl"],
  "positions_angstrom": [[0.34779, 0.18869, 1.14666], [-0.34779, -0.18869, -1.14666]],
  "forces_ev_per_a": [[-0.4, -0.2, -1.2], [0.4, 0.2, 1.2]],
  "lowdin_charge": [0.75, 0.25],
  "homo_ev": [-17.55, -17.20],
  "energy_ev": -57151.040,
  "charge": 1,
  "de_lowest_kcal_mol": 11.0,
  "spin_multiplicity": 2,
  "lumo_energy_ev": [-7.76, -10.69]
}

=====

{
  "formula": "ClCu2",
  "method": "the ωB97M-V functional and the def2-TZVPD basis",
  "species": ["Cu", "Cu", "Cl"],
  "positions_angstrom": [[0.78923, 0.92256, -2.48860], [-0.81388, -0.30230, 2.63547], [0.02464, -0.62026, -0.14687]],
  "forces_ev_per_a": [[0.3, 0.4, -1.0], [-0.3, -0.1, 1.1], [0.0, -0.3, -0.1]],
  "lowdin_charge": [1.68, 1.68, 0.64],
  "homo_ev": [-33.85, -32.93],
  "energy_ev": -101731.243,
  "charge": 4,
  "spin_multiplicity": 4,
  "lumo_energy_ev": [-22.84, -26.91]
}

=====

{
  "formula": "ClF2FeN2O6",
  "method": "the ωB97M-V functional and the def2-TZVPD basis",
  "species": ["Fe", "Cl", "F", "F", "O", "O", "O", "O", "O", "O", "N", "N"],
  "positions_angstrom": [[0.34197, -0.46109, -0.26884], [1.14794, 0.24969, -2.42913], [1.41882, -2.19536, -0.05935], [-0.34891, -0.57862, 1.53369], [3.32953, 1.02481, 2.41406], [-3.84764, -0.57503, -0.64332], [1.94629, 1.04126, 0.77196], [-1.79200, -0.52382, -1.31057], [1.77170, 2.53467, 2.30927], [-3.31182, -1.25815, -2.63006], [-2.98063, -0.76601, -1.52900], [2.32474, 1.50765, 1.84129]],
  "forces_ev_per_a": [[0.5, -1.1, 1.0], [0.0, 0.2, -0.1], [-0.3, 0.3, -0.4], [-0.2, 0.3, -0.6], [0.0, 0.0, 0.4], [0.0, 0.2, -0.2], [-0.2, -0.2, -0.6], [0.4, 0.3, 0.0], [0.0, -0.1, 0.3], [-0.3, 0.1, -0.3], [-0.3, -0.7, 0.4], [0.5, 0.7, 0.1]],
  "lowdin_charge": [0.57, -0.35, -0.69, -0.60, -0.12, -0.10, -0.11, -0.12, -0.12, -0.11, -0.63, -0.63],
  "homo_ev": [1.12, 2.38],
  "energy_ev": -67603.111,
  "charge": -3,
  "spin_multiplicity": 5,
  "lumo_energy_ev": [8.50, 8.50]
}

=====

{
  "formula": "ClF2O4Sr4",
  "method": "the ωB97M-V functional and the def2-TZVPD basis",
  "species": ["Sr", "Sr", "Sr", "Sr", "Cl", "F", "F", "O", "O", "O", "O"],
  "positions_angstrom": [[-0.11756, 15.90954, -0.14662], [-4.57137, 15.99022, 0.57280], [-2.18566, 12.94621, -2.34592], [-2.19401, 13.03376, 2.52825], [-5.47453, 12.44942, 1.22060], [-2.56474, 14.21127, -0.06856], [-0.06981, 13.55881, -1.06613], [-5.76770, 13.90280, 1.09991], [-4.20627, 12.30928, 0.49225], [-6.48043, 11.63812, 0.68721], [-5.23181, 12.01334, 2.57010]],
  "forces_ev_per_a": [[1.9, -1.2, -1.3], [-2.4, -0.7, -0.1], [0.9, -1.0, 0.1], [-1.4, -2.3, 0.2], [-1.5, -3.4, 0.4], [0.4, 2.0, 0.7], [-1.5, 1.7, 0.2], [0.5, 1.4, 0.4], [1.8, 0.3, -0.2], [0.2, 1.3, -0.6], [1.2, 1.9, 0.4]],
  "lowdin_charge": [1.81, 1.82, 1.83, 1.81, 0.70, -0.77, -0.75, -0.54, -0.50, -0.13, -0.28],
  "homo_ev": -25.65,
  "energy_ev": -29425.495,
  "charge": 5,
  "de_lowest_kcal_mol": 0.0,
  "lumo_energy_ev": -19.73
}

=====

{
  "formula": "ClF3O4Sr4",
  "method": "the ωB97M-V functional and the def2-TZVPD basis",
  "species": ["Sr", "Sr", "Sr", "Sr", "Cl", "F", "F", "F", "O", "O", "O", "O"],
  "positions_angstrom": [[-24.78189, -22.92513, 4.63763], [-23.71873, -16.80153, 1.36724], [-25.55548, -18.45945, 5.15425], [-20.08820, -18.62123, 2.55551], [-23.30236, -20.02861, 2.51280], [-25.23875, -16.64130, 3.29173], [-21.54952, -18.13470, 0.72430], [-25.04775, -20.79480, 6.11589], [-23.79801, -19.89240, 1.19342], [-24.24717, -20.47342, 3.42085], [-21.97571, -20.71360, 2.68902], [-23.17020, -18.71122, 3.25706]],
  "forces_ev_per_a": [[-0.2, 1.0, 1.2], [-0.4, 0.0, 0.1], [0.3, 0.2, -0.1], [-0.4, -0.2, -1.3], [4.2, 3.3, 0.7], [0.8, -1.4, 0.0], [0.0, 0.6, 2.0], [-0.2, -0.2, -1.9], [0.7, -0.3, 0.5], [-4.2, -5.7, 2.1], [-2.5, 0.9, -1.0], [2.0, 1.8, -2.3]],
  "lowdin_charge": [1.85, 1.75, 1.76, 1.82, 0.71, -0.76, -0.74, -0.75, -0.22, -0.49, -0.36, -0.56],
  "homo_ev": -23.97,
  "energy_ev": -32167.768,
  "charge": 4,
  "de_lowest_kcal_mol": 0.0,
  "lumo_energy_ev": -13.09
}

=====

{
  "formula": "ClF3Si",
  "method": "the ωB97M-V functional and the def2-TZVPD basis",
  "species": ["Cl", "Si", "F", "F", "F"],
  "positions_angstrom": [[-3.37626, -0.06692, 0.38978], [0.48011, 0.06747, -0.14112], [0.65078, -1.31636, -0.94470], [1.24326, 1.30529, -0.65568], [1.00211, 0.01052, 1.35172]],
  "forces_ev_per_a": [[0.6, 0.0, -0.1], [-1.3, -1.5, 0.8], [0.2, 1.1, 0.5], [0.6, 0.9, -1.2], [-0.2, -0.6, 0.0]],
  "lowdin_charge": [-0.11, 0.42, -0.12, -0.07, -0.11],
  "homo_ev": [-11.89, -9.88],
  "energy_ev": -28554.492,
  "charge": 0,
  "de_lowest_kcal_mol": 108.9,
  "lumo_energy_ev": [-2.43, -3.95]
}

=====

{
  "formula": "ClFH2Si",
  "method": "the ωB97M-V functional and the def2-TZVPD basis",
  "species": ["Cl", "Si", "F", "H", "H"],
  "positions_angstrom": [[1.84983, 0.90672, -0.02484], [0.11210, -0.01782, 0.08123], [0.39390, -1.58687, -0.01289], [-1.67785, 0.48290, -1.30399], [-0.67799, 0.21506, 1.26049]],
  "forces_ev_per_a": [[0.7, 0.6, -0.2], [-3.6, -0.5, -1.8], [0.0, 0.3, -0.2], [2.7, -0.6, 1.5], [0.2, 0.2, 0.7]],
  "lowdin_charge": [0.33, 0.02, -0.26, 0.01, -0.09],
  "homo_ev": -9.73,
  "energy_ev": -23150.107,
  "charge": 0,
  "de_lowest_kcal_mol": 62.1,
  "lumo_energy_ev": -0.29
}